No. 1
Molecular formula: C37H67AsGe2KNO3PSi2
Method: DFT, ωB97M-V/def2-TZVPD

```
! RIJCOSX wB97M-V def2-TZVPD def2/J DEFGRID3
* xyz -1 1
K -0.65833 -0.08834 -0.04967
Ge 0.12249 -3.11746 -1.31706
C 1.78518 -4.29739 -1.24499
C 3.00194 -3.66295 -1.44356
C 4.21930 -4.33973 -1.35368
C 4.25062 -5.68806 -1.05840
C 3.05785 -6.35190 -0.86544
C 1.84599 -5.67484 -0.95128
C -1.05190 -4.23045 -2.55760
C -2.41569 -4.42872 -2.31359
C -3.25078 -5.08191 -3.19754
C -2.78901 -5.50878 -4.44637
C -1.44652 -5.32746 -4.71334
C -0.59909 -4.69945 -3.78729
H -0.56305 -3.68293 -0.04174
H 2.99521 -2.58031 -1.59904
H 5.15529 -3.77983 -1.48605
H 5.21741 -6.19007 -1.00197
H 3.08563 -7.39593 -0.58097
H 0.90518 -6.20242 -0.73900
H -2.82930 -4.09580 -1.34774
H -4.29166 -5.23524 -2.92611
H -3.47125 -5.99476 -5.12737
H -1.06896 -5.66253 -5.66402
H 0.44248 -4.56987 -4.05529
C -0.97666 4.71074 1.96760
N -0.03804 5.26661 0.95117
C 1.30428 5.42421 1.56298
C 0.03774 4.33433 -0.23703
C -1.31315 3.93230 -0.74535
C -2.08660 4.88342 -1.41261
C -3.38165 4.59585 -1.80825
C -3.89219 3.33369 -1.52039
C -3.08258 2.37930 -0.91504
C -1.74498 2.60933 -0.49587
H -0.97244 5.35692 2.86902
H -0.65191 3.67438 2.19552
H -1.98473 4.65597 1.56680
H -0.40337 6.15164 0.62947
H 1.56335 4.44150 1.96920
H 1.28413 6.13906 2.38933
H 2.02637 5.74576 0.83968
H 0.54719 3.46310 0.13468
H 0.65401 4.87651 -0.98969
H -1.68671 5.88116 -1.61959
H -4.00628 5.34074 -2.27106
H -4.92173 3.08176 -1.77704
H -3.48511 1.38653 -0.75596
C -4.18474 -1.71722 -4.41876
C -4.12906 -0.24012 -4.04261
O -2.95520 0.39078 -4.57028
P -1.61643 0.28985 -3.53475
O -0.88730 -1.03372 -4.01988
C -0.14503 -1.22632 -5.20275
C 1.30737 -1.09110 -4.87627
O -0.71498 1.41242 -4.30076
C -1.13001 2.77848 -4.14101
C 0.12187 3.64681 -4.02092
H -4.97743 -2.27011 -3.91936
H -3.23178 -2.19177 -4.15385
H -4.30253 -1.83430 -5.50005
H -4.07447 -0.19188 -2.96431
H -5.00458 0.29847 -4.41697
H -0.44074 -0.49079 -5.95759
H -0.37579 -2.23581 -5.56276
H 1.54207 -0.04927 -4.65398
H 1.91375 -1.42082 -5.71219
H 1.56393 -1.70324 -4.02272
H -1.71752 2.88768 -3.23110
H -1.75805 3.05044 -5.00580
H 0.65977 3.34931 -3.11699
H -0.14875 4.70258 -3.98282
H 0.80035 3.46573 -4.87489
C -1.32740 -2.88282 2.89190
Ge 0.52761 -2.19482 3.11740
C 1.69262 -3.57332 2.36371
C 0.87514 -2.21200 5.03702
C 0.94619 -0.53144 2.27620
H -1.42628 -3.77941 3.50767
H -1.56295 -3.16852 1.85798
H -2.05237 -2.14409 3.21988
H 1.37198 -4.55009 2.71313
H 2.71424 -3.41947 2.65840
H 1.57845 -3.56866 1.27812
H 0.88970 -3.20552 5.45114
H 0.19389 -1.61417 5.62130
H 1.85345 -1.77135 5.14337
H 1.55861 -0.63630 1.36254
C 3.79871 1.78586 1.35305
Si 2.99796 1.78848 3.02507
C 3.76018 0.42623 4.05485
C 3.39271 3.39361 3.92404
As 0.73165 1.31482 2.64712
Si -0.25116 1.47812 4.76067
C -0.68581 3.27500 5.03644
C -1.82820 0.49656 4.80070
C 0.95020 1.08336 6.13834
H 4.87482 1.77672 1.43292
H 3.50027 2.66085 0.76832
H 3.49182 0.89385 0.81454
H 4.84115 0.54932 4.13374
H 3.50897 -0.53222 3.60998
H 3.34663 0.47306 5.06897
H 4.47016 3.49208 4.02606
H 2.96374 3.36246 4.94841
H 3.05241 4.29024 3.44401
H -1.60631 3.53630 4.53625
H 0.13748 3.92478 4.68296
H -0.81360 3.46449 6.10391
H -2.46991 0.88142 4.02429
H -2.39538 0.60783 5.72647
H -1.69846 -0.56947 4.64848
H 1.63038 1.93488 6.31450
H 1.51842 0.17399 5.94638
H 0.39560 0.93557 7.07472
*
```

## Properties
**ΔE to the lowest compared entry with this formula, charge and spin**: 0.0 kcal/mol
**E_HOMO**: -2.8364 eV
**Max |F|**: 1.09 eV Å⁻¹

***

No. 2
Molecular formula: C37H67BrI2NO5
Method: DFT, ωB97M-V/def2-TZVPD

```
! RIJCOSX wB97M-V def2-TZVPD def2/J DEFGRID3
* xyz 1 1
C -2.61326 -7.01706 -1.51123
C -3.43018 -5.74751 -1.84568
C -2.62833 -4.44282 -1.64354
Br -1.58594 -4.19239 -3.30526
C -3.56838 -3.26183 -1.38160
C -3.13360 -1.81825 -1.87208
C -1.66355 -1.36195 -1.56887
C -0.88170 -0.87731 -2.79719
O 0.47756 -0.73688 -2.42227
C 0.72999 0.50695 -1.79862
C 2.14008 0.61421 -1.26557
O 2.27697 -0.04763 -0.00614
C 2.99348 0.71130 0.89909
C 4.26669 1.17281 0.62633
C 4.93342 1.94751 1.52791
C 4.37695 2.29365 2.75019
C 5.17944 3.19486 3.68118
C 6.70407 2.87686 3.64907
C 5.05474 4.63899 3.03498
C 4.61118 3.34071 5.10230
C 4.52309 2.09141 6.03573
C 5.30602 2.44536 7.33655
C 3.07032 1.77351 6.51612
C 5.12797 0.77300 5.52359
C 3.11917 1.81826 3.02147
C 2.45770 1.04052 2.10367
C -3.95586 -0.93324 -0.99256
N -4.30759 -1.50752 0.09597
C -3.80145 -2.88733 0.10948
C -4.31566 -3.89480 1.11681
I -2.83780 -5.26573 1.81037
C -5.57146 -3.95867 1.56969
C -6.64997 -3.01383 1.05922
I -6.19159 -5.36558 3.02641
H -2.30549 -7.53245 -2.42552
H -3.24018 -7.72965 -0.97200
H -1.69225 -6.78747 -0.97158
H -4.40684 -5.71185 -1.35235
H -3.63993 -5.79845 -2.91824
H -1.87990 -4.54920 -0.85943
H -4.58167 -3.56348 -1.68617
H -3.35502 -1.83339 -2.94178
H -1.15147 -2.19783 -1.08060
H -1.69891 -0.57185 -0.80636
H -1.23226 0.13918 -3.04430
H -0.98251 -1.53021 -3.66007
H 0.60229 1.29891 -2.55800
H 0.04400 0.75070 -0.97226
H 2.34820 1.68414 -1.15405
H 2.84093 0.21500 -2.00913
H 4.69743 0.92206 -0.33993
H 5.91938 2.30809 1.25383
H 7.20240 3.35215 2.80181
H 7.13509 3.32919 4.54885
H 6.91130 1.80688 3.59433
H 4.06765 4.70706 2.57106
H 5.17880 5.37913 3.82877
H 5.79192 4.77327 2.24101
H 3.59742 3.75210 4.99586
H 5.18111 4.12659 5.60829
H 6.26224 2.92604 7.09940
H 5.48447 1.55919 7.95042
H 4.72587 3.18699 7.89846
H 2.67437 0.92064 5.95692
H 3.07488 1.56057 7.58772
H 2.41140 2.63709 6.37057
H 4.62088 0.36550 4.64469
H 6.20245 0.84142 5.34470
H 4.97798 0.02309 6.31100
H 2.61342 2.06349 3.94808
H 1.46300 0.66813 2.34566
H -4.17627 0.09195 -1.30608
H -4.88047 -1.03122 0.78301
H -2.76185 -2.74638 0.46177
H -6.52488 -2.04530 1.56273
H -7.62983 -3.37306 1.36975
H -6.60763 -2.85938 -0.02086
C 0.98021 -7.00660 -6.38951
C 0.95480 -5.67432 -7.12290
C 1.15834 -4.51136 -6.16414
O -0.28914 -5.52311 -7.80587
H 0.17377 -7.05502 -5.65111
H 0.82608 -7.82979 -7.08762
H 1.93076 -7.15856 -5.87571
H 1.73462 -5.66066 -7.88496
H 0.35614 -4.48493 -5.42070
H 1.13058 -3.56255 -6.70184
H 2.11340 -4.58769 -5.64213
H -0.99065 -5.53386 -7.14619
C 0.20128 3.80043 0.51444
C 0.66419 5.10363 1.14865
C 0.24545 6.30511 0.31467
O 2.08101 5.08906 1.29414
H 0.64812 3.67196 -0.47703
H 0.51603 2.94797 1.11957
H -0.88645 3.77501 0.41115
H 0.24590 5.19100 2.15238
H 0.69382 6.25747 -0.68187
H 0.59038 7.22985 0.77750
H -0.83964 6.35385 0.20537
H 2.47096 5.01209 0.41614
C -6.48350 3.89521 -2.19599
C -5.43050 2.93275 -2.71820
C -5.31283 3.00745 -4.23136
O -5.76513 1.59076 -2.32506
H -7.46671 3.65083 -2.60673
H -6.56328 3.82573 -1.11026
H -6.24290 4.92448 -2.46190
H -4.46533 3.16238 -2.26314
H -6.25943 2.73541 -4.70564
H -4.55948 2.30613 -4.59402
H -5.03827 4.01100 -4.55619
H -6.61668 1.37195 -2.71946
*
```

## Properties
**E_HOMO**: -10.0687 eV
**Max |F|**: 3.40 eV Å⁻¹

***

No. 3
Molecular formula: C37H68AsBF6N7O4S2Si2V
Method: DFT, ωB97M-V/def2-TZVPD

```
! RIJCOSX wB97M-V def2-TZVPD def2/J DEFGRID3
* xyz -2 1
V -0.86937 -0.27989 -1.31633
C 2.65923 -0.59827 4.80755
C 2.15402 -1.45722 3.69173
C 1.93301 -2.81597 3.71700
C 1.40481 -3.11553 2.44652
N 1.32149 -2.02179 1.70248
N 1.79405 -1.00730 2.46685
B 1.85004 0.48108 2.05611
N 2.62230 0.82105 0.74495
N 2.10056 0.96951 -0.51068
C 2.99255 1.67033 -1.20241
C 4.12874 1.93993 -0.41693
C 3.85237 1.39095 0.80679
C 4.74014 1.39742 2.00915
C 2.79999 2.15540 -2.62189
C 2.45842 3.65151 -2.60033
C 1.68434 1.40364 -3.33690
C 4.12353 1.98382 -3.38416
N 0.48730 1.19892 2.18059
N -0.73411 0.60571 2.24891
C -1.58130 1.57020 2.59863
C -0.91633 2.79755 2.74482
C 0.39938 2.52046 2.45600
C 1.57343 3.44021 2.45344
C -3.06219 1.31266 2.76610
C -3.77303 1.49238 1.42151
C -3.65773 2.31833 3.75495
C -3.28041 -0.09966 3.30788
C 0.93573 -4.47143 1.97801
C 2.06617 -5.49455 2.14096
C -0.25034 -4.90420 2.85252
C 0.52164 -4.41324 0.51367
H 2.83350 -1.22627 5.68329
H 3.59199 -0.09383 4.55044
H 1.93606 0.17554 5.07169
H 2.11389 -3.48239 4.54705
H 2.53975 0.98497 2.89613
H 5.01196 2.49702 -0.68575
H 5.72304 1.76721 1.71262
H 4.34997 2.04487 2.79788
H 4.85986 0.39665 2.42901
H 1.50030 3.84115 -2.11614
H 3.20229 4.21913 -2.03823
H 2.41702 4.03664 -3.62545
H 0.71164 1.64050 -2.90306
H 1.64607 1.70200 -4.38976
H 1.81224 0.32632 -3.28216
H 4.89192 2.64077 -2.96970
H 4.49909 0.96213 -3.32386
H 3.98735 2.24861 -4.43739
H -1.32476 3.77011 2.96580
H 1.22663 4.46918 2.53253
H 2.24608 3.21582 3.28833
H 2.13269 3.36969 1.51919
H -3.63678 2.50787 1.04890
H -3.36681 0.83181 0.65836
H -4.84688 1.29163 1.52309
H -3.55630 3.33967 3.38316
H -4.72444 2.11495 3.89561
H -3.15924 2.25680 4.72570
H -2.79221 -0.83406 2.66884
H -2.84000 -0.20249 4.30296
H -4.35017 -0.32897 3.36911
H 2.37893 -5.57598 3.18526
H 1.73810 -6.48302 1.80251
H 2.93712 -5.19861 1.55015
H 0.05960 -5.01320 3.89519
H -1.04345 -4.15718 2.82135
H -0.65538 -5.86340 2.50978
H 1.37827 -4.19317 -0.12388
H 0.08991 -5.36814 0.19271
H -0.19868 -3.61585 0.33290
F 0.26047 5.93913 -0.94525
C 0.78862 5.24891 0.18659
F 2.17333 5.52240 0.00010
F 0.49616 6.18643 1.20949
S -0.89410 2.98249 -1.10193
O -0.86902 1.34847 -0.62212
O -1.96623 3.55541 -0.34382
N -1.56724 2.68312 -2.70714
S -2.51114 1.53243 -2.87831
O -1.76456 0.16587 -2.93468
O -3.71208 1.36352 -2.10740
C -3.07698 1.64709 -4.61597
F -2.08499 1.93584 -5.45076
F -4.00280 2.59644 -4.69753
F -3.62664 0.49189 -4.98658
C 3.63728 -1.90526 -3.98700
Si 2.78315 -2.50265 -2.41918
C 3.00601 -4.37676 -2.44001
C 3.68712 -1.86021 -0.92614
As 0.47548 -2.14826 -2.34420
Si 0.01502 -2.20659 -4.62555
C 0.77301 -3.77697 -5.35155
C 0.59748 -0.75217 -5.65978
C -1.81424 -2.40459 -5.00568
H 4.71073 -2.09848 -3.86708
H 3.50534 -0.83940 -4.15494
H 3.30080 -2.43488 -4.88093
H 4.00052 -4.61517 -2.83486
H 2.25865 -4.88587 -3.05014
H 2.94817 -4.78097 -1.42484
H 4.65699 -2.37216 -0.88585
H 3.13297 -2.07223 -0.00513
H 3.86194 -0.78365 -0.97607
H 1.86445 -3.79450 -5.34259
H 0.44168 -3.86730 -6.39308
H 0.41399 -4.65386 -4.80608
H 1.65378 -0.52280 -5.51400
H 0.02275 0.14506 -5.41219
H 0.43266 -0.98099 -6.71944
H -2.19773 -3.36322 -4.65010
H -1.91700 -2.38294 -6.09737
H -2.42673 -1.60279 -4.59515
C -4.34682 -1.54651 -0.38448
C -3.01902 -2.32731 -0.39540
C -2.99160 -3.26288 0.81427
C -2.94289 -3.15907 -1.67259
C -1.90565 -1.31092 -0.34885
H -4.49983 -1.04749 0.57172
H -4.37408 -0.79156 -1.16728
H -5.16694 -2.25558 -0.54065
H -3.88832 -3.88920 0.79219
H -2.98658 -2.71149 1.75459
H -2.12248 -3.91972 0.78727
H -3.75649 -3.89046 -1.68333
H -1.98864 -3.68091 -1.75251
H -3.04865 -2.51651 -2.54627
H -1.67911 -0.77318 0.60484
*
```

## Properties
**ΔE to the lowest compared entry with this formula, charge and spin**: 4.1 kcal/mol
**E_HOMO (spin up / spin down)**: -1.6895 / -1.6893 eV
**Max |F|**: 0.90 eV Å⁻¹